# 1
Here is 2 unconnected molecules or ions with the total composition C11H15N in a non-equilibrium geometry from OMol25. Energies are from ωB97M-V with the def2-TZVPD basis set.

Structure (XYZ):
```
27
Properties=species:S:1:pos:R:3:nbo_charge:R:1
C 1.73538 -1.65321 -2.61457 -0.632
C 1.02530 -1.63578 -1.33472 -0.082
C 1.41678 -2.09391 -0.12128 -0.024
N 0.45615 -1.83259 0.85268 -0.546
C -0.59565 -1.12824 0.25283 0.149
C -1.64110 -0.50501 0.84778 -0.251
C -2.65715 -0.03790 -0.03711 -0.214
C -2.47466 -0.11099 -1.42081 -0.244
C -1.33354 -0.68187 -1.96300 -0.195
C -0.27306 -1.02964 -1.13094 -0.083
H 1.14367 -2.11307 -3.41561 0.215
H 2.60575 -2.33161 -2.61016 0.219
H 2.00376 -0.65514 -2.95231 0.222
H 2.29018 -2.72703 -0.00081 0.212
H 0.70719 -1.64822 1.81199 0.402
H -1.78817 -0.40508 1.91614 0.216
H -3.66249 0.05321 0.35227 0.214
H -3.16652 0.35690 -2.11416 0.213
H -1.20363 -0.70021 -3.04412 0.208
C 1.14221 2.06713 1.91639 -0.612
C 0.13310 3.15156 2.19882 -0.618
H 0.99038 1.28573 2.65276 0.192
H 1.19103 1.64079 0.91274 0.213
H 2.19398 2.37840 2.00982 0.200
H -0.85783 2.68279 2.19383 0.213
H 0.34579 4.07323 1.63852 0.211
H 0.27315 3.59977 3.20303 0.201
```

Summary:
structure (SMILES): Cc1c[nH]c2ccccc12.CC
relative energy (zero: lowest compared OMol25 entry of this formula, charge and spin): 1.055 eV

***

# 2
Here is 2 unconnected molecules or ions with the total composition C9H21ClINO2P in a non-equilibrium geometry from OMol25. Energies are from ωB97M-V with the def2-TZVPD basis set.

Structure (XYZ):
```
36
Properties=species:S:1:pos:R:3:nbo_charge:R:1
C 2.65423 -3.13524 -0.83394 -0.605
C 3.50143 -2.04977 -1.49830 -0.432
C 2.63192 -0.98721 -2.13418 -0.497
Cl 3.59723 -0.00960 -3.28324 0.020
P 1.91802 0.24719 -0.95007 1.012
I 3.02246 0.17510 1.18358 0.146
C 0.12614 0.06210 -0.61345 -0.740
C -0.43131 -1.34733 -0.75199 -0.528
C -1.91572 -1.28998 -1.09828 0.708
N -2.36742 -2.03836 -2.23181 -0.854
O -2.64705 -0.65298 -0.46733 -0.497
H 2.01959 -3.56045 -1.59738 0.208
H 3.30948 -3.88426 -0.43355 0.247
H 2.03946 -2.72634 -0.04763 0.196
H 4.24713 -1.64743 -0.83252 0.230
H 4.02376 -2.53476 -2.30512 0.248
H 1.85385 -1.46357 -2.70956 0.260
H 2.12492 1.50764 -1.52195 0.072
H -0.39369 0.79500 -1.21415 0.275
H 0.02577 0.34832 0.42214 0.312
H -0.32756 -1.85879 0.19214 0.255
H 0.06392 -1.96364 -1.48596 0.207
H -2.16021 -1.52029 -3.08280 0.386
H -1.79718 -2.87940 -2.30332 0.364
C -2.77174 2.39483 3.54631 -0.633
C -1.56973 2.65757 2.65546 0.096
C -1.93041 3.55429 1.48185 -0.631
O -1.03949 1.41329 2.17430 -0.752
H -3.56130 1.88670 2.98619 0.205
H -2.49737 1.74733 4.37921 0.222
H -3.17602 3.32441 3.94663 0.222
H -0.77532 3.12175 3.23999 0.179
H -2.69467 3.08157 0.85847 0.204
H -1.05765 3.73013 0.84980 0.203
H -2.31070 4.51703 1.82227 0.226
H -1.73476 0.98511 1.65818 0.467
```

Summary:
net charge: +1

***

# 3
Here is a single C5H9N molecule in a non-equilibrium geometry from OMol25. Energies are from ωB97M-V with the def2-TZVPD basis set.

Structure (XYZ):
```
15
Properties=species:S:1:pos:R:3:nbo_charge:R:1
C -0.41290 -1.50257 0.32314 -0.610
C -0.20940 -0.00444 0.55461 -0.197
C 1.27850 0.37710 0.58630 -0.624
C -0.99000 0.81958 -0.50810 -0.514
C -0.13174 1.03428 -1.67362 0.295
N 0.71701 1.16661 -2.44736 -0.342
H -1.47228 -1.77597 0.39684 0.207
H 0.13238 -2.08126 1.07571 0.215
H -0.05212 -1.81066 -0.66533 0.212
H -0.66569 0.25232 1.51919 0.205
H 1.85763 -0.35423 1.15522 0.214
H 1.42937 1.36643 1.03170 0.212
H 1.70826 0.40852 -0.42047 0.231
H -1.28009 1.80127 -0.11842 0.250
H -1.90892 0.30301 -0.80940 0.247
```

Summary:
structure (SMILES): CC(C)CC#N
relative energy (zero: lowest compared OMol25 entry of this formula, charge and spin): 0.196 eV

***

| no. | gap between HOMO and LUMO (hartree) | E_tot (hartree) |
| --- | --- | --- |
| 1 | 0.322 | -482.876399 |
| 2 | 0.304 | -1659.746347 |
| 3 | 0.452 | -250.659744 |